Model P:
ORCA calculation (the ωB97M-V functional and the def2-TZVPD basis) on a structure of composition C2H6N3O2.

```
13
Properties=species:S:1:pos:R:3
C 1.770 -0.314 0.507
C 1.065 0.775 -0.323
N -0.073 1.360 0.237
N -2.511 0.458 0.346
N -1.405 0.071 -0.077
O -1.037 -0.943 -0.735
O -3.515 -0.587 0.221
H 1.841 -1.228 0.067
H 2.807 -0.031 0.704
H 1.270 -0.441 1.449
H 1.111 0.423 -1.433
H 1.835 1.570 -0.477
H -3.160 -1.113 -0.488
```

## Properties
gap between HOMO and LUMO: 7.256 eV
LUMO: 4.4 eV
E_HOMO: -2.865 eV
net charge: -1

Model Q:
ORCA calculation (the ωB97M-V functional and the def2-TZVPD basis) on a cluster of 2 separate species, C2H6N3O2 in total.

```
13
Properties=species:S:1:pos:R:3
C -1.681 -0.180 -0.789
C -0.764 -0.540 0.432
N 2.579 -0.469 0.211
N 1.738 0.398 -0.019
N -0.039 0.559 0.975
O -0.453 1.719 0.700
O 3.849 -0.256 0.332
H -2.646 0.193 -0.301
H -1.210 0.542 -1.632
H -1.921 -1.163 -1.330
H -1.438 -0.968 1.196
H -0.054 -1.270 0.215
H 2.040 1.435 0.010
```

## Properties
gap between HOMO and LUMO: 7.379 eV
LUMO: 4.0 eV
E_HOMO: -3.388 eV
net charge: -1

Most favorable first, least favorable last: model Q, model P

Model P:
ORCA calculation (the ωB97M-V functional and the def2-TZVPD basis) on a cluster of 3 separate species, C4H14N2O2 in total.

```
22
Properties=species:S:1:pos:R:3
N 1.177 -1.580 0.250
C 0.568 -1.295 1.514
C -0.585 -0.343 1.272
N -0.123 0.966 0.899
C -0.695 1.602 -0.222
C -1.772 1.017 -1.065
O -0.635 -1.145 -2.125
H 0.224 -1.262 -1.678
H 1.933 -2.249 0.331
H 0.175 -2.190 2.003
H 1.227 -0.692 2.182
H -1.356 -0.277 2.064
H -1.133 -0.864 0.463
H 0.894 0.972 0.700
H 0.155 1.904 -0.848
H -1.118 2.561 0.192
H -1.582 1.424 -2.063
H -2.776 1.004 -0.664
H -1.092 -0.412 -1.655
H 1.563 -0.609 -0.064
H 2.799 0.753 -1.093
O 2.152 0.716 -0.393
```

## Properties
gap between HOMO and LUMO: 4.012 eV
LUMO: -3.8 eV
E_HOMO: -7.854 eV

Model Q:
ORCA calculation (the ωB97M-V functional and the def2-TZVPD basis) on a cluster of 2 separate species, C4H14N2O2 in total.

```
22
Properties=species:S:1:pos:R:3
C 0.684 2.490 0.218
C 0.224 1.041 0.067
N 0.939 0.485 -1.097
C 0.370 0.213 1.327
N -0.157 -1.140 1.382
C 0.399 -2.173 0.548
O -0.276 -2.391 -0.685
H 0.228 3.111 -0.547
H 0.598 2.901 1.236
H 1.784 2.504 0.127
H -0.835 1.076 -0.180
H 1.758 -0.022 -0.806
H 0.348 -0.054 -1.703
H -0.073 0.705 2.192
H 1.423 0.148 1.610
H -1.182 -1.181 1.297
H 1.437 -1.900 0.333
H 0.384 -3.131 1.081
H -1.190 -2.089 -0.614
O -2.517 -0.250 -1.589
H -1.593 -0.485 -1.751
H -2.751 0.143 -2.444
```

## Properties
gap between HOMO and LUMO: 9.510 eV
LUMO: 0.7 eV
E_HOMO: -8.854 eV
SMILES: C[C@@H](N)CNCO.O

Most favorable first, least favorable last: model Q, model P

Model P:
ORCA calculation (the ωB97M-V functional and the def2-TZVPD basis) on an isolated molecule of C22H26N2O3.

```
53
Properties=species:S:1:pos:R:3
C -1.173 3.233 3.089
O -1.531 2.158 2.258
C -0.741 1.046 2.264
C 0.401 0.877 3.027
C 1.112 -0.314 2.950
C 0.697 -1.335 2.115
O 1.343 -2.539 1.978
C 2.429 -2.814 2.825
C -0.461 -1.173 1.331
C -0.866 -2.327 0.453
C -2.200 -2.177 -0.275
N -2.132 -1.246 -1.376
C -2.278 -1.632 -2.663
O -2.564 -2.766 -2.989
C -2.064 -0.505 -3.658
C -0.566 -0.331 -3.962
C 0.245 0.010 -2.755
C 1.212 -0.761 -2.178
N 1.764 -0.129 -1.098
C 2.864 -0.627 -0.325
C 1.160 1.088 -0.960
C 1.383 2.109 -0.043
C 0.615 3.247 -0.151
C -0.358 3.378 -1.146
C -0.579 2.377 -2.062
C 0.185 1.211 -1.982
C -1.158 0.011 1.424
H -1.920 4.005 2.913
H -0.183 3.624 2.835
H -1.190 2.948 4.147
H 0.756 1.649 3.690
H 1.994 -0.422 3.562
H 2.143 -2.756 3.880
H 2.734 -3.834 2.592
H 3.272 -2.138 2.642
H -0.902 -3.223 1.077
H -0.078 -2.494 -0.286
H -2.982 -1.869 0.427
H -2.485 -3.136 -0.715
H -1.778 -0.321 -1.183
H -2.587 -0.761 -4.580
H -2.476 0.422 -3.258
H -0.186 -1.259 -4.394
H -0.457 0.462 -4.707
H 1.558 -1.735 -2.471
H 2.797 -1.713 -0.249
H 3.823 -0.362 -0.785
H 2.824 -0.202 0.676
H 2.136 2.020 0.726
H 0.772 4.065 0.537
H -0.938 4.288 -1.194
H -1.321 2.496 -2.839
H -2.064 0.179 0.866
```

## Properties
gap between HOMO and LUMO: 8.286 eV
LUMO: 0.6 eV
E_HOMO: -7.687 eV
SMILES: COc1ccc(OC)c(CCNC(=O)CCc2cn(C)c3ccccc23)c1

Model Q:
ORCA calculation (the ωB97M-V functional and the def2-TZVPD basis) on an isolated molecule of C22H26N2O3.

```
53
Properties=species:S:1:pos:R:3
C -6.768 -0.753 -0.035
O -5.972 0.393 -0.186
C -4.603 0.252 -0.183
C -3.969 -0.968 -0.004
C -2.585 -1.095 0.021
C -1.799 0.037 -0.138
C -2.427 1.257 -0.337
C -3.808 1.399 -0.366
O -4.230 2.682 -0.564
C -5.583 2.976 -0.824
C -0.288 -0.024 -0.096
C 0.247 0.677 1.178
C 1.731 0.851 1.075
C 2.279 2.036 0.594
C 3.641 2.176 0.434
C 4.499 1.123 0.747
O 5.833 1.378 0.557
C 6.756 0.325 0.638
C 6.658 -0.649 -0.554
C 7.053 -0.005 -1.781
N 7.374 0.508 -2.750
C 3.962 -0.063 1.232
C 2.592 -0.188 1.391
N 0.254 -1.371 -0.179
C 0.473 -1.810 -1.540
C -0.500 -2.313 0.622
C -1.961 -2.453 0.184
H -6.600 -1.239 0.932
H -7.797 -0.400 -0.083
H -6.598 -1.476 -0.840
H -4.557 -1.863 0.128
H -1.842 2.152 -0.487
H -5.603 4.044 -1.045
H -6.218 2.772 0.040
H -5.958 2.421 -1.687
H 0.105 0.539 -0.951
H -0.243 1.646 1.271
H -0.008 0.080 2.053
H 1.629 2.861 0.341
H 4.071 3.092 0.063
H 7.736 0.811 0.639
H 6.643 -0.234 1.576
H 7.314 -1.506 -0.381
H 5.628 -1.001 -0.663
H 4.591 -0.899 1.501
H 2.188 -1.118 1.758
H 1.223 -1.165 -1.997
H -0.430 -1.788 -2.166
H 0.861 -2.828 -1.524
H -0.472 -1.967 1.658
H 0.005 -3.282 0.577
H -2.516 -3.041 0.918
H -2.011 -2.989 -0.769
```

## Properties
gap between HOMO and LUMO: 8.597 eV
LUMO: 0.7 eV
E_HOMO: -7.918 eV
SMILES: COc1cc2c(cc1OC)[C@@H](Cc1ccc(OCCC#N)cc1)N(C)CC2

Most favorable first, least favorable last: model P, model Q

Model P:
ORCA calculation (the ωB97M-V functional and the def2-TZVPD basis) on a cluster of 2 separate species, C2H7NS in total.

```
11
Properties=species:S:1:pos:R:3
C -0.835 -1.060 -1.143
N -1.955 -0.549 -0.883
C -1.949 0.605 -0.001
H 0.110 -0.650 -0.765
H -0.779 -1.945 -1.773
H -1.051 1.215 -0.101
H -2.794 1.262 -0.228
H -2.063 0.303 1.037
S 3.570 -0.164 0.886
H 4.096 1.057 0.761
H 3.649 -0.075 2.210
```

## Properties
gap between HOMO and LUMO: 10.443 eV
LUMO: 0.8 eV
E_HOMO: -9.661 eV
SMILES: C=NC.S

Model Q:
ORCA calculation (the ωB97M-V functional and the def2-TZVPD basis) on a cluster of 2 separate species, C2H7NS in total.

```
11
Properties=species:S:1:pos:R:3
C 1.239 1.240 -0.026
N 0.689 0.271 -0.624
C 1.545 -0.605 -1.402
H 2.342 1.368 -0.095
H 0.755 1.796 0.822
H 1.575 -0.360 -2.478
H 1.232 -1.658 -1.280
H 2.586 -0.665 -1.009
S -1.678 -0.291 0.992
H -2.799 -0.935 0.629
H -0.188 -0.639 0.849
```

## Properties
gap between HOMO and LUMO: 9.207 eV
LUMO: 0.6 eV
E_HOMO: -8.608 eV
SMILES: C=NC.S

Model R:
ORCA calculation (the ωB97M-V functional and the def2-TZVPD basis) on an isolated molecule of C2H7NS.

```
11
Properties=species:S:1:pos:R:3
C 0.154 1.102 -1.026
S 0.204 1.313 0.742
C -0.322 -0.419 1.246
N 0.104 -1.487 0.343
H -0.016 0.158 -1.489
H 1.206 1.338 -1.269
H -0.556 1.859 -1.504
H -1.389 -0.486 1.226
H 0.040 -0.484 2.225
H 1.088 -1.465 -0.005
H -0.513 -1.428 -0.489
```

## Properties
gap between HOMO and LUMO: 9.418 eV
LUMO: 0.9 eV
E_HOMO: -8.478 eV
SMILES: CSCN

Most favorable first, least favorable last: model R, model P, model Q